# 1
Here is a structure of composition C34H59BF2N2O13S from the Open Molecules 2025 dataset. Energies are from the ωB97M-V functional and the def2-TZVPD basis.

XYZ file:
```
112
Properties=species:S:1:pos:R:3:mulliken_charge:R:1
C -1.497 2.314 -0.229 -1.122
C -0.637 1.581 -1.298 -0.391
C 0.502 0.743 -0.637 -0.932
C -0.021 -0.200 0.502 2.047
C 0.054 0.468 1.933 -1.837
C 0.591 -1.601 0.476 -0.903
C -0.259 -2.763 0.122 0.980
C -1.736 -2.606 -0.264 -1.844
C -2.716 -3.048 0.875 -0.310
C -2.923 -1.896 1.947 0.511
F -2.266 -2.346 3.096 -0.336
C 0.226 -4.048 0.119 0.298
C -0.612 -5.296 -0.210 -1.559
C -0.700 -6.178 1.086 -0.595
F -0.664 -5.368 2.227 -0.280
C 1.597 -4.309 0.467 0.874
N 2.213 -5.492 0.547 -0.647
S 3.744 -5.145 0.967 0.071
N 3.709 -3.531 1.082 -0.578
C 2.449 -3.175 0.781 0.445
C 1.921 -1.835 0.776 0.119
B 2.989 -0.693 1.144 0.478
O 3.260 0.341 0.249 -0.602
C 3.823 -0.690 2.499 -0.182
C 3.160 0.087 3.686 -1.056
H -2.053 3.170 -0.633 0.455
H -0.804 2.722 0.532 0.220
H -2.140 1.599 0.311 0.166
H -1.277 0.986 -1.970 0.288
H -0.151 2.366 -1.907 0.237
H 1.247 1.451 -0.254 0.295
H 0.905 0.096 -1.439 0.383
H -1.100 -0.304 0.303 -0.759
H -0.920 0.827 2.282 0.300
H 0.488 -0.285 2.612 0.480
H 0.804 1.273 1.864 0.406
H -1.939 -3.261 -1.128 0.605
H -2.013 -1.593 -0.589 0.510
H -3.685 -3.268 0.387 0.273
H -2.396 -3.986 1.347 0.308
H -4.009 -1.796 2.116 0.239
H -2.533 -0.927 1.603 -0.436
H -0.004 -5.872 -0.931 0.541
H -1.601 -5.066 -0.615 0.382
H 0.218 -6.780 1.125 0.457
H -1.616 -6.783 1.038 0.349
H 3.284 -0.047 -0.639 0.327
H 4.002 -1.742 2.781 0.110
H 4.819 -0.255 2.300 0.334
H 2.682 -0.590 4.412 0.281
H 2.472 0.887 3.384 0.242
H 3.977 0.583 4.242 0.343
C 3.369 -5.814 4.625 -0.951
C 3.335 -4.535 5.435 -0.011
O 4.059 -4.676 6.666 -0.375
C 5.386 -4.604 6.560 0.748
O 6.010 -4.423 5.547 -0.560
O 5.909 -4.789 7.776 -0.343
C 7.336 -4.827 7.796 -0.633
H 3.022 -6.658 5.225 0.350
H 2.737 -5.724 3.741 0.119
H 4.383 -6.049 4.301 0.313
H 2.307 -4.304 5.711 0.359
H 3.716 -3.688 4.862 0.188
H 7.760 -3.947 7.314 0.296
H 7.693 -5.735 7.311 0.289
H 7.646 -4.839 8.838 0.221
C -7.981 -4.857 1.296 -1.149
C -7.509 -3.514 1.815 -0.180
O -7.389 -2.563 0.745 -0.269
C -8.542 -2.039 0.323 0.703
O -9.635 -2.283 0.761 -0.553
O -8.274 -1.212 -0.691 -0.325
C -9.434 -0.648 -1.304 -0.654
H -7.336 -5.202 0.485 0.296
H -7.977 -5.600 2.093 0.366
H -8.992 -4.789 0.894 0.312
H -6.511 -3.620 2.241 0.280
H -8.162 -3.135 2.600 0.353
H -10.077 -0.171 -0.567 0.299
H -9.982 -1.418 -1.846 0.291
H -9.093 0.105 -2.011 0.225
C 0.104 4.921 -8.535 -1.112
C -0.817 4.919 -7.333 -0.129
O -0.576 3.782 -6.491 -0.371
C 0.494 3.870 -5.703 0.788
O 1.249 4.805 -5.631 -0.542
O 0.600 2.728 -5.019 -0.364
C 1.765 2.649 -4.196 -0.432
H 0.033 3.974 -9.073 0.311
H -0.153 5.735 -9.214 0.369
H 1.145 5.041 -8.234 0.292
H -1.851 4.838 -7.665 0.310
H -0.732 5.843 -6.760 0.255
H 1.841 3.511 -3.534 0.219
H 2.657 2.565 -4.816 0.393
H 1.677 1.752 -3.586 0.002
C 2.348 6.733 -3.327 -0.940
C 2.169 7.751 -4.433 -0.085
O 1.408 8.881 -3.975 -0.376
C 2.078 9.762 -3.234 0.780
O 3.243 9.702 -2.934 -0.554
O 1.226 10.723 -2.861 -0.348
C 1.794 11.694 -1.982 -0.637
H 1.381 6.453 -2.904 0.252
H 2.842 5.838 -3.705 0.189
H 2.948 7.137 -2.511 0.448
H 1.602 7.306 -5.248 0.183
H 3.127 8.073 -4.843 0.296
H 2.707 12.117 -2.397 0.295
H 1.991 11.246 -1.008 0.290
H 1.063 12.490 -1.862 0.226
```

## Properties
LUMO energy ... -0.55 eV
M ... 784.72 g/mol
HOMO level ... -8.66 eV


# 2
Here is a cluster of 2 separate species, C34H59F4Si4 in total from the Open Molecules 2025 dataset. Energies are from the ωB97M-V functional and the def2-TZVPD basis.

XYZ file:
```
101
Properties=species:S:1:pos:R:3:mulliken_charge:R:1
C -0.492 -7.500 -1.678 -1.360
C -0.185 -6.076 -1.232 -0.263
C -0.637 -5.007 -2.241 -0.674
C -0.146 -3.577 -1.909 0.010
Si -1.508 -2.326 -1.546 -0.101
C -1.393 -1.026 -2.887 -0.159
C -3.201 -3.106 -1.624 -1.334
C -1.467 -1.523 0.190 -0.538
Si 0.048 -0.522 0.627 -0.542
H 0.075 1.335 -0.950 -2.322
C -0.006 -0.039 2.462 -0.264
Si -1.561 0.864 3.116 -0.150
C -1.093 1.222 4.902 -1.132
C -1.869 2.493 2.225 -0.843
C -3.132 -0.175 3.009 -0.304
C -3.875 -0.283 4.345 -0.671
C -5.175 -1.069 4.195 -0.473
C -5.933 -1.163 5.509 -1.317
C 1.670 -1.250 0.086 -0.290
Si 3.364 -0.553 0.706 0.242
C 4.028 -1.674 2.048 -1.191
C 4.499 -0.608 -0.780 -1.128
C 3.318 1.199 1.405 -0.296
C 3.927 2.310 0.518 0.442
C 4.663 3.408 1.295 -0.614
C 5.156 4.528 0.384 -1.191
H -0.095 -8.210 -0.950 0.384
H -1.569 -7.666 -1.758 0.316
H -0.034 -7.717 -2.647 0.341
H -0.652 -5.881 -0.257 0.244
H 0.895 -5.956 -1.082 0.336
H -0.251 -5.293 -3.232 0.350
H -1.734 -5.027 -2.334 0.198
H 0.603 -3.612 -1.109 0.014
H 0.378 -3.189 -2.798 0.403
H -2.262 -0.349 -2.848 0.217
H -0.470 -0.428 -2.829 -0.577
H -1.416 -1.514 -3.880 0.489
H -3.951 -2.399 -1.240 0.366
H -3.462 -3.339 -2.665 0.370
H -3.266 -4.026 -1.029 0.353
H -2.380 -0.898 0.293 0.271
H -1.520 -2.337 0.944 0.667
H 0.044 -1.013 2.979 0.593
H 0.885 0.565 2.731 0.219
H -1.793 1.939 5.354 0.354
H -1.090 0.307 5.512 0.338
H -0.083 1.659 4.941 0.345
H -2.729 2.994 2.708 0.455
H -0.990 3.156 2.324 0.366
H -2.106 2.351 1.155 0.098
H -3.803 0.289 2.266 0.429
H -2.909 -1.182 2.620 0.263
H -3.226 -0.761 5.095 0.265
H -4.096 0.725 4.728 0.362
H -5.793 -0.589 3.428 0.347
H -4.941 -2.072 3.822 0.312
H -6.840 -1.756 5.388 0.396
H -5.324 -1.638 6.283 0.320
H -6.225 -0.169 5.860 0.314
H 1.646 -2.301 0.440 0.703
H 1.752 -1.265 -1.018 0.284
H 4.977 -1.280 2.432 0.340
H 3.347 -1.771 2.902 0.344
H 4.234 -2.677 1.657 0.338
H 5.451 -0.117 -0.540 0.398
H 4.726 -1.653 -1.036 0.387
H 4.087 -0.123 -1.675 0.178
H 2.282 1.480 1.643 -0.006
H 3.864 1.175 2.363 0.596
H 4.593 1.892 -0.253 0.238
H 3.121 2.796 -0.048 -0.787
H 3.975 3.804 2.054 0.292
H 5.501 2.960 1.844 0.401
H 5.799 5.216 0.941 0.416
H 5.742 4.131 -0.453 0.293
H 4.310 5.094 -0.025 0.228
F 3.589 0.646 -4.569 -0.358
C 3.038 1.688 -3.845 -0.292
C 3.675 2.924 -3.865 -0.742
C 3.186 3.878 -2.975 0.104
F 3.904 5.057 -2.841 -0.355
C 2.125 3.661 -2.099 -0.388
C 1.424 2.448 -2.189 0.195
C 0.132 2.324 -1.422 1.268
C -1.088 2.563 -2.279 1.008
C -2.124 3.374 -1.795 -0.854
C -3.275 3.560 -2.541 0.306
F -4.244 4.410 -2.079 -0.320
C -3.504 2.894 -3.736 -1.019
C -2.419 2.163 -4.222 0.573
F -2.580 1.426 -5.382 -0.360
C -1.195 2.000 -3.559 -0.709
C 1.956 1.429 -3.004 0.204
H 4.535 3.084 -4.525 0.493
H 1.852 4.472 -1.411 0.434
H 0.126 3.102 -0.651 0.776
H -2.034 3.887 -0.845 0.536
H -4.464 2.941 -4.244 0.527
H -0.391 1.426 -4.045 0.558
H 1.499 0.440 -3.055 0.713
```

## Properties
Charge ... +1
LUMO energy ... -5.26 eV
M ... 656.18 g/mol
HOMO level ... -11.92 eV


# 3
Here is a structure of composition C34H59N5O10P2S2Y from the Open Molecules 2025 dataset. Energies are from the ωB97M-V functional and the def2-TZVPD basis.

XYZ file:
```
113
Properties=species:S:1:pos:R:3:mulliken_charge:R:1
Y 0.451 -0.890 -0.678 -0.359
N -1.737 -3.975 1.407 -0.306
C -0.689 -3.208 1.077 0.224
O -0.688 -1.978 1.279 -0.504
C 0.515 -3.910 0.481 -0.999
C 1.580 -2.915 0.029 -0.910
H -2.633 -3.524 1.543 0.153
H -1.789 -4.886 0.977 0.355
H 0.138 -4.494 -0.364 0.398
H 0.843 -4.651 1.228 0.545
H 2.255 -3.402 -0.682 0.425
H 2.202 -2.629 0.890 0.191
C 1.540 -1.806 3.786 -0.433
C 2.825 -1.021 3.669 0.669
C 3.686 -1.071 4.910 -1.538
O 2.481 0.395 3.461 -0.278
P 2.432 0.960 1.991 0.643
O 2.061 -0.012 0.954 -0.850
C 1.305 2.352 2.120 -1.110
P -0.416 1.877 1.823 -0.142
O -0.535 0.983 0.665 1.295
O -1.166 3.245 1.531 -0.059
C -1.307 4.280 2.536 0.823
C -2.783 4.588 2.686 -1.495
C -0.507 5.485 2.079 -1.359
O -0.856 1.357 3.229 -0.419
C -2.184 0.771 3.581 0.761
C -1.904 -0.603 4.140 -1.179
C -3.156 0.730 2.425 -0.701
O 3.862 1.562 1.672 -0.181
C 4.602 2.385 2.606 0.788
C 5.978 1.771 2.746 -1.521
C 4.644 3.800 2.063 -1.289
H 1.770 -2.866 3.905 0.476
H 0.929 -1.690 2.892 -0.567
H 0.972 -1.469 4.656 0.268
H 3.388 -1.359 2.795 0.311
H 3.132 -0.681 5.765 0.310
H 4.597 -0.484 4.787 0.278
H 3.966 -2.103 5.121 0.420
H 1.564 3.029 1.301 0.665
H 1.426 2.872 3.072 0.419
H -0.914 3.903 3.485 0.346
H -3.202 4.872 1.720 0.297
H -2.923 5.412 3.387 0.450
H -3.330 3.722 3.053 0.324
H -0.881 5.833 1.116 0.308
H 0.551 5.242 1.970 0.164
H -0.601 6.294 2.805 0.432
H -2.538 1.445 4.365 0.282
H -1.497 -1.239 3.353 -0.068
H -2.840 -1.043 4.486 0.515
H -1.204 -0.551 4.977 0.353
H -2.840 0.019 1.663 -0.493
H -3.319 1.703 1.968 0.229
H -4.122 0.370 2.779 0.612
H 4.090 2.364 3.573 0.393
H 6.474 1.750 1.775 0.318
H 5.907 0.749 3.117 0.299
H 6.585 2.355 3.439 0.416
H 5.102 3.803 1.073 0.287
H 5.231 4.439 2.724 0.452
H 3.642 4.222 1.979 0.159
O -1.065 -2.359 -1.578 0.893
N -2.021 -2.204 -2.433 -0.321
C -2.791 -3.236 -2.626 1.083
C -2.585 -4.493 -1.965 0.059
N -2.401 -5.492 -1.428 -0.719
C -3.852 -3.098 -3.577 -0.395
N -4.690 -3.007 -4.360 -0.692
C -2.465 0.788 -3.882 -0.719
C -3.462 0.601 -2.726 0.120
C -2.590 0.634 -1.462 0.140
O -1.223 0.625 -1.922 0.306
C -1.226 1.309 -3.174 -0.712
H -2.824 1.477 -4.647 0.466
H -2.244 -0.171 -4.350 0.122
H -3.995 -0.343 -2.809 -0.577
H -4.203 1.400 -2.689 0.528
H -2.740 -0.228 -0.813 -0.911
H -2.754 1.545 -0.881 0.626
H -0.283 1.111 -3.674 0.181
H -1.306 2.389 -2.985 0.344
C 1.677 -3.301 -3.607 -0.670
N 1.230 -2.559 -4.771 0.142
C 2.222 -2.596 -5.822 -1.043
C 0.773 -1.203 -4.450 0.118
C 1.817 -0.262 -3.869 0.339
C 2.654 0.397 -4.770 -0.491
C 3.670 1.233 -4.330 -0.854
C 3.842 1.409 -2.967 -0.767
C 2.984 0.770 -2.076 -0.935
C 1.934 -0.081 -2.471 1.449
H 1.883 -4.333 -3.900 0.498
H 0.895 -3.312 -2.850 -0.128
H 2.586 -2.881 -3.150 0.240
H 2.391 -3.635 -6.115 0.370
H 3.193 -2.164 -5.529 0.328
H 1.857 -2.051 -6.696 0.311
H -0.063 -1.303 -3.754 -1.765
H 0.371 -0.781 -5.379 0.720
H 2.504 0.259 -5.838 0.363
H 4.315 1.736 -5.042 0.352
H 4.637 2.049 -2.596 0.435
H 3.162 0.942 -1.018 0.732
C -6.872 -1.034 -2.163 -0.847
O -5.914 -1.690 -1.341 -0.275
C -5.464 -1.086 -0.217 0.222
S -6.039 0.433 0.228 -0.376
S -4.370 -2.040 0.645 -0.514
H -7.009 -1.696 -3.016 0.290
H -6.505 -0.063 -2.492 0.305
H -7.807 -0.883 -1.622 0.339
```

## Properties
Charge ... -1
LUMO energy ... 1.66 eV
M ... 912.86 g/mol
HOMO level ... -4.09 eV


# 4
Here is a structure of composition C34H60AlCl3IK2NNaO10SSi from the Open Molecules 2025 dataset. Energies are from the ωB97M-V functional and the def2-TZVPD basis.

XYZ file:
```
115
Properties=species:S:1:pos:R:3:mulliken_charge:R:1
C -6.060 4.109 3.536 -0.781
Si -5.151 3.839 1.895 0.705
C -3.489 2.933 2.112 -1.734
C -4.728 5.575 1.274 -1.048
O -6.217 3.121 0.880 -0.598
C -6.302 1.667 0.954 -0.076
C -5.737 1.006 -0.284 -0.583
Al -5.581 -1.027 -0.088 -0.208
I -7.858 -2.167 -0.618 -0.355
C -4.145 -1.597 -1.388 0.079
C -4.395 -2.974 -2.041 -0.546
C -3.321 -3.257 -3.127 -0.837
N -1.996 -3.265 -2.457 -0.010
C -1.133 -2.165 -2.816 -0.711
C 0.177 -2.367 -2.054 0.069
C 0.059 -2.722 -0.748 -0.164
C 1.155 -2.971 0.007 -1.337
C 2.365 -2.864 -0.592 -0.650
C 2.486 -2.494 -1.869 -0.495
C 1.385 -2.247 -2.621 1.265
O 1.464 -1.897 -3.990 -0.896
C -4.890 -1.412 1.794 -0.706
C -6.067 -1.925 2.612 0.283
C -5.822 -1.891 4.249 -1.045
O -5.870 -3.121 3.279 -0.392
H -5.470 4.803 4.150 0.330
H -6.990 4.638 3.327 0.269
H -6.222 3.185 4.093 0.057
H -3.596 2.107 2.826 0.531
H -3.219 2.449 1.170 0.377
H -2.702 3.603 2.454 0.717
H -4.381 5.580 0.241 0.285
H -3.938 5.953 1.937 0.275
H -5.607 6.206 1.407 0.269
H -5.777 1.249 1.831 -0.200
H -7.359 1.385 1.013 0.433
H -6.234 1.283 -1.215 0.469
H -4.692 1.347 -0.387 0.074
H -4.128 -0.861 -2.208 0.471
H -3.186 -1.504 -0.860 -0.229
H -4.311 -3.805 -1.334 0.220
H -5.345 -3.035 -2.570 -0.062
H -3.405 -2.580 -3.978 0.248
H -3.503 -4.279 -3.458 0.393
H -1.482 -4.119 -2.643 0.277
H -1.537 -1.220 -2.435 0.224
H -0.967 -2.039 -3.897 0.377
H -0.925 -2.820 -0.315 0.615
H 1.009 -3.277 1.034 0.596
H 3.275 -3.069 -0.041 0.480
H 3.475 -2.402 -2.317 0.179
H 1.698 -0.958 -4.014 0.328
H -4.189 -2.246 1.802 0.692
H -4.526 -0.526 2.318 0.143
H -7.069 -1.686 2.259 0.519
H -6.854 -1.363 4.314 -0.081
H -6.142 -2.628 5.011 0.375
K 3.219 -2.477 -5.442 1.020
Na -6.672 0.147 4.679 0.814
C 6.158 -1.448 3.408 -0.083
C 5.040 -1.014 4.338 -0.499
C 3.802 -1.499 3.596 0.095
O 4.189 -2.665 2.864 -0.404
C 5.623 -2.770 2.882 -0.530
H 7.145 -1.534 3.905 0.227
H 6.261 -0.733 2.589 -0.096
H 5.133 -1.533 5.292 0.275
H 5.027 0.057 4.534 0.305
H 3.449 -0.745 2.872 -0.235
H 2.976 -1.750 4.264 0.321
H 5.890 -3.597 3.548 0.272
H 5.983 -3.004 1.876 0.246
Cl 7.982 -0.321 5.468 -0.839
K -1.449 4.107 3.587 0.956
Cl 5.123 1.481 1.609 -0.198
C 3.639 2.028 0.786 -0.501
C 3.403 3.493 1.056 -0.256
Cl 2.959 3.775 2.761 -0.203
H 2.806 1.410 1.116 0.333
H 3.779 1.858 -0.280 0.287
H 2.581 3.870 0.449 0.382
H 4.288 4.083 0.828 0.131
C 3.610 0.809 -9.399 -0.348
C 3.276 0.722 -10.742 -0.404
C 4.257 0.870 -11.712 -0.348
C 5.575 1.096 -11.337 -0.363
C 5.911 1.180 -9.994 -0.365
C 4.928 1.041 -9.024 -0.358
H 2.842 0.697 -8.642 0.392
H 2.250 0.539 -11.034 0.363
H 3.996 0.809 -12.760 0.359
H 6.341 1.208 -12.094 0.358
H 6.938 1.356 -9.702 0.355
H 5.190 1.112 -7.975 0.364
O -5.768 -4.073 -4.686 -1.062
H -6.459 -3.596 -4.218 0.122
C -3.780 -6.023 5.151 -1.106
C -3.006 -4.757 4.707 0.472
O -2.491 -4.167 5.802 -0.850
H -4.596 -5.771 5.833 0.234
H -4.222 -6.529 4.279 0.320
H -3.118 -6.737 5.645 0.316
H -3.743 -4.166 4.105 -0.286
H -2.297 -5.110 3.917 0.144
C 7.391 4.796 3.152 -0.355
C 7.009 4.344 1.764 0.681
O 6.568 5.543 1.100 -0.320
S 7.400 6.794 1.661 1.097
O 8.461 7.072 0.766 -0.546
O 6.480 7.792 2.065 -0.543
O 8.008 6.083 2.957 -0.315
H 6.512 4.931 3.785 0.271
H 8.082 4.111 3.637 0.353
H 6.218 3.600 1.770 -0.646
H 7.872 3.953 1.221 0.320
```

## Properties
Charge ... -1
LUMO energy ... -1.18 eV
M ... 1064.44 g/mol
HOMO level ... -2.59 eV